# 1
{"formula": "C26H62N2O6", "method": "ωB97M-V with the def2-TZVPD basis set", "elements": ["C", "C", "C", "C", "C", "C", "C", "C", "C", "N", "O", "H", "H", "H", "H", "H", "H", "H", "H", "H", "H", "H", "H", "H", "H", "H", "H", "H", "H", "H", "C", "C", "C", "C", "C", "C", "C", "C", "C", "N", "O", "H", "H", "H", "H", "H", "H", "H", "H", "H", "H", "H", "H", "H", "H", "H", "H", "H", "H", "H", "C", "C", "O", "H", "H", "H", "H", "H", "H", "C", "C", "O", "H", "H", "H", "H", "H", "H", "C", "C", "O", "H", "H", "H", "H", "H", "H", "C", "C", "O", "H", "H", "H", "H", "H", "H"], "xyz": [[3.42, 3.06, -3.28], [3.34, 3.09, -1.77], [1.84, 3.25, -1.46], [4.10, 4.28, -1.15], [4.45, 4.28, 0.27], [5.14, 2.94, 0.62], [4.34, 1.69, 0.23], [5.27, 0.48, 0.31], [3.16, 1.47, 1.20], [3.85, 1.85, -1.23], [3.55, 0.81, -1.82], [4.37, 2.59, -3.63], [3.29, 3.94, -3.77], [2.51, 2.46, -3.66], [1.24, 2.43, -1.72], [1.44, 4.11, -2.00], [1.58, 3.21, -0.43], [5.06, 4.41, -1.66], [3.65, 5.27, -1.36], [5.11, 5.16, 0.49], [3.50, 4.47, 0.91], [6.12, 2.80, 0.09], [5.34, 2.89, 1.66], [5.79, 0.50, 1.26], [5.97, 0.53, -0.48], [4.76, -0.42, 0.24], [2.74, 2.40, 1.58], [3.50, 1.25, 2.26], [2.40, 0.79, 0.84], [3.65, 1.01, -2.72], [-5.11, -0.89, 1.84], [-4.76, -1.39, 0.42], [-5.34, -0.36, -0.57], [-5.49, -2.83, 0.38], [-4.92, -3.72, -0.64], [-3.38, -3.85, -0.49], [-2.57, -2.51, -0.29], [-1.26, -2.87, 0.44], [-2.15, -2.00, -1.74], [-3.30, -1.48, 0.45], [-2.74, -0.33, 0.48], [-4.51, -1.28, 2.66], [-6.21, -1.05, 2.00], [-4.93, 0.14, 1.86], [-5.17, -0.76, -1.59], [-4.93, 0.70, -0.48], [-6.43, -0.32, -0.42], [-5.54, -3.37, 1.35], [-6.55, -2.54, 0.19], [-5.41, -4.65, -0.52], [-5.00, -3.31, -1.71], [-3.22, -4.44, 0.43], [-2.98, -4.46, -1.21], [-1.42, -3.07, 1.47], [-0.60, -2.01, 0.37], [-0.82, -3.70, -0.07], [-2.92, -1.71, -2.37], [-1.74, -2.85, -2.24], [-1.41, -1.24, -1.59], [-2.63, 0.13, -0.38], [1.66, -3.92, 4.38], [0.96, -2.84, 3.45], [-0.36, -2.55, 3.77], [1.13, -4.87, 4.31], [1.75, -3.62, 5.37], [2.64, -4.25, 4.04], [0.92, -3.26, 2.50], [1.61, -2.00, 3.47], [-0.43, -1.60, 3.70], [-2.82, 3.51, -1.38], [-2.00, 2.48, -2.15], [-2.35, 1.23, -1.78], [-3.85, 3.35, -1.53], [-2.56, 4.57, -1.59], [-2.51, 3.28, -0.37], [-0.96, 2.71, -1.97], [-2.33, 2.67, -3.19], [-2.22, 0.77, -2.62], [1.45, -2.37, -2.00], [1.88, -1.42, -0.92], [1.70, -2.19, 0.25], [2.17, -3.14, -2.13], [1.19, -1.86, -2.92], [0.45, -2.74, -1.69], [1.34, -0.51, -0.72], [2.91, -1.17, -1.00], [1.00, -1.97, 0.77], [-0.38, 1.39, 1.01], [-0.02, 0.30, 1.90], [-1.09, 0.03, 2.79], [-0.12, 1.06, 0.02], [0.23, 2.35, 1.12], [-1.41, 1.77, 1.14], [0.75, 0.83, 2.53], [0.35, -0.59, 1.31], [-1.71, -0.36, 2.28]], "lowdin_charge": [-0.03, -0.48, -0.04, -0.17, -0.20, -0.13, -0.43, -0.02, -0.03, -0.19, 0.01, 0.11, 0.05, 0.12, 0.04, 0.09, 0.05, 0.12, 0.13, 0.12, 0.13, 0.14, 0.10, 0.10, 0.08, 0.05, 0.06, 0.11, 0.06, 0.07, -0.05, -0.46, -0.03, -0.14, -0.20, -0.11, -0.40, -0.01, -0.01, -0.17, -0.03, 0.09, 0.10, 0.05, 0.08, 0.10, 0.08, 0.13, 0.12, 0.10, 0.14, 0.12, 0.08, 0.08, 0.05, 0.09, 0.05, 0.07, 0.06, 0.07, -0.05, -0.31, -0.06, 0.06, 0.04, 0.07, 0.07, 0.11, 0.05, -0.06, -0.35, -0.08, 0.06, 0.09, 0.06, 0.09, 0.13, 0.11, -0.05, -0.29, -0.09, 0.08, 0.07, 0.05, 0.09, 0.08, -0.06, -0.11, -0.31, -0.03, 0.06, 0.09, 0.09, 0.13, 0.09, 0.00], "homo_ev": -7.0, "multiplicity": 1, "e_above_lowest_kcal_mol": 111.93, "lumo_energy_ev": 0.341}

---

# 2
{"formula": "C26H62O", "method": "ωB97M-V with the def2-TZVPD basis set", "elements": ["C", "C", "C", "C", "C", "C", "H", "H", "H", "H", "H", "H", "H", "H", "H", "H", "H", "H", "H", "H", "C", "C", "C", "C", "C", "C", "H", "H", "H", "H", "H", "H", "H", "H", "H", "H", "H", "H", "H", "H", "C", "C", "C", "C", "C", "C", "H", "H", "H", "H", "H", "H", "H", "H", "H", "H", "H", "H", "H", "H", "C", "C", "C", "C", "C", "C", "H", "H", "H", "H", "H", "H", "H", "H", "H", "H", "H", "H", "H", "H", "C", "C", "O", "H", "H", "H", "H", "H", "H"], "xyz": [[44.05, 78.84, 48.00], [42.50, 78.86, 47.84], [41.92, 77.52, 47.66], [40.55, 77.56, 47.01], [40.50, 77.70, 45.56], [41.05, 76.53, 44.75], [44.63, 78.47, 47.09], [44.33, 78.01, 48.76], [44.46, 79.87, 48.05], [42.62, 79.53, 46.89], [41.98, 79.56, 48.68], [41.78, 76.86, 48.67], [42.68, 77.01, 47.15], [39.84, 78.18, 47.68], [40.13, 76.68, 47.36], [41.05, 78.46, 45.48], [39.49, 78.04, 45.23], [40.47, 75.68, 45.00], [42.03, 76.46, 45.08], [41.01, 76.36, 43.78], [39.71, 72.72, 47.22], [41.16, 73.10, 47.54], [42.06, 72.95, 46.35], [43.59, 73.47, 46.46], [44.30, 72.91, 45.21], [45.80, 73.11, 45.31], [39.30, 71.72, 47.07], [39.14, 73.24, 46.45], [38.77, 72.91, 48.04], [41.29, 72.34, 48.35], [40.96, 74.19, 48.06], [41.59, 73.46, 45.48], [42.26, 71.99, 46.11], [44.04, 73.17, 47.44], [43.60, 74.59, 46.45], [44.05, 73.34, 44.23], [44.46, 71.90, 45.19], [46.12, 74.04, 45.74], [46.34, 72.83, 44.45], [46.25, 72.57, 46.12], [47.80, 72.15, 53.12], [46.53, 72.76, 52.67], [46.52, 72.80, 51.01], [45.08, 73.19, 50.47], [44.70, 74.65, 50.69], [43.50, 75.16, 49.72], [47.92, 72.08, 54.33], [48.72, 72.56, 52.81], [47.90, 71.01, 52.89], [46.32, 73.69, 53.28], [45.88, 72.16, 53.19], [46.81, 71.76, 50.77], [47.40, 73.22, 50.50], [44.36, 72.40, 50.82], [45.08, 72.77, 49.56], [45.62, 75.31, 50.42], [44.60, 74.81, 51.73], [42.45, 74.67, 49.80], [43.79, 74.86, 48.77], [43.37, 76.28, 49.93], [36.31, 74.48, 49.19], [37.05, 75.24, 48.15], [36.33, 75.06, 46.70], [36.99, 75.94, 45.62], [36.41, 75.92, 44.27], [36.66, 74.61, 43.48], [36.48, 73.55, 48.94], [35.14, 74.39, 49.19], [36.49, 74.52, 50.28], [38.04, 74.85, 47.99], [37.19, 76.21, 48.36], [35.14, 75.32, 46.78], [36.39, 74.07, 46.26], [38.19, 75.68, 45.43], [37.06, 77.11, 45.97], [36.82, 76.55, 43.54], [35.41, 76.01, 44.19], [37.72, 74.52, 43.14], [36.15, 74.67, 42.47], [36.27, 73.74, 44.12], [43.50, 76.29, 41.67], [45.06, 75.92, 41.52], [45.10, 74.59, 41.62], [43.36, 77.39, 41.68], [43.10, 75.88, 42.69], [42.85, 75.82, 40.80], [45.69, 76.36, 42.38], [45.59, 76.19, 40.65], [46.09, 74.38, 41.73]], "lowdin_charge": [-0.15, -0.29, -0.26, -0.24, -0.23, -0.04, 0.08, 0.08, 0.06, 0.13, 0.15, 0.15, 0.07, 0.15, 0.05, 0.02, 0.13, 0.05, 0.05, 0.01, -0.17, -0.26, -0.20, -0.16, -0.24, -0.14, 0.06, 0.04, 0.12, 0.11, 0.14, 0.12, 0.06, 0.10, 0.10, 0.12, 0.07, 0.06, 0.06, 0.06, -0.20, -0.26, -0.14, -0.24, -0.21, -0.10, 0.12, 0.04, 0.10, 0.11, 0.06, 0.09, 0.11, 0.13, 0.03, 0.13, 0.07, 0.09, 0.00, 0.07, -0.13, -0.24, -0.18, -0.26, -0.32, -0.12, -0.01, 0.12, 0.08, 0.06, 0.05, 0.16, 0.08, 0.14, 0.15, 0.09, 0.07, 0.07, 0.08, 0.08, -0.07, -0.39, -0.11, 0.06, 0.08, 0.10, 0.13, 0.08, 0.13], "homo_ev": -10.1, "multiplicity": 1, "e_above_lowest_kcal_mol": 0.00, "lumo_energy_ev": 0.659}

---

# 3
{"formula": "C26H64BO7", "method": "ωB97M-V with the def2-TZVPD basis set", "elements": ["C", "C", "C", "C", "C", "C", "B", "O", "O", "H", "H", "H", "H", "H", "H", "H", "H", "H", "H", "H", "H", "H", "H", "C", "C", "O", "C", "C", "H", "H", "H", "H", "H", "H", "H", "H", "H", "H", "C", "C", "O", "C", "C", "H", "H", "H", "H", "H", "H", "H", "H", "H", "H", "C", "C", "O", "C", "C", "H", "H", "H", "H", "H", "H", "H", "H", "H", "H", "C", "C", "O", "C", "C", "H", "H", "H", "H", "H", "H", "H", "H", "H", "H", "C", "C", "O", "C", "C", "H", "H", "H", "H", "H", "H", "H", "H", "H", "H"], "xyz": [[-1.27, -0.66, -3.49], [-0.33, 0.54, -3.40], [0.90, 0.33, -4.29], [0.05, 0.90, -1.95], [0.48, -0.26, -1.04], [1.98, -0.57, -1.10], [2.43, -1.82, -1.70], [3.78, -1.99, -2.16], [1.63, -3.01, -1.88], [-1.65, -0.77, -4.50], [-0.77, -1.58, -3.21], [-2.12, -0.53, -2.81], [-0.88, 1.39, -3.81], [1.35, 1.29, -4.56], [1.65, -0.27, -3.78], [0.61, -0.16, -5.22], [0.88, 1.60, -2.00], [-0.79, 1.45, -1.51], [-0.09, -1.16, -1.24], [0.20, 0.03, -0.01], [2.56, 0.28, -1.48], [3.85, -2.81, -2.66], [1.06, -2.88, -2.64], [-0.28, 2.08, 4.27], [0.46, 1.31, 3.19], [1.07, 2.15, 2.22], [2.09, 3.00, 2.69], [3.27, 2.27, 3.30], [-0.98, 2.79, 3.83], [-0.84, 1.39, 4.91], [0.40, 2.64, 4.91], [-0.24, 0.70, 2.62], [1.19, 0.62, 3.62], [1.68, 3.74, 3.40], [2.41, 3.55, 1.81], [3.01, 1.77, 4.23], [4.08, 2.98, 3.51], [3.64, 1.52, 2.60], [-0.33, -6.64, -6.72], [0.06, -5.30, -6.11], [-1.02, -4.60, -5.54], [-1.68, -5.25, -4.46], [-0.77, -5.58, -3.29], [-1.15, -6.52, -7.42], [0.52, -7.07, -7.25], [-0.63, -7.36, -5.96], [0.44, -4.64, -6.89], [0.87, -5.44, -5.38], [-2.19, -6.16, -4.82], [-2.45, -4.55, -4.14], [-0.03, -6.35, -3.54], [-1.36, -5.96, -2.45], [-0.23, -4.70, -2.95], [-5.90, 5.04, 3.96], [-4.38, 5.13, 3.99], [-3.73, 3.89, 4.08], [-3.96, 2.99, 3.00], [-3.51, 3.52, 1.65], [-6.26, 4.44, 4.81], [-6.34, 6.03, 4.02], [-6.26, 4.57, 3.04], [-4.07, 5.68, 4.88], [-4.02, 5.70, 3.12], [-5.01, 2.70, 2.97], [-3.38, 2.10, 3.25], [-4.11, 4.36, 1.32], [-3.59, 2.73, 0.90], [-2.46, 3.84, 1.70], [-2.65, -2.28, 8.90], [-1.76, -1.32, 8.13], [-2.35, -0.79, 6.97], [-3.53, -0.02, 7.16], [-3.31, 1.21, 8.02], [-3.03, -3.06, 8.24], [-2.09, -2.75, 9.71], [-3.51, -1.77, 9.35], [-0.88, -1.85, 7.78], [-1.41, -0.52, 8.79], [-4.33, -0.64, 7.57], [-3.84, 0.28, 6.16], [-3.08, 0.95, 9.06], [-4.21, 1.83, 8.03], [-2.49, 1.81, 7.63], [5.19, -1.06, -5.07], [4.80, -0.12, -6.20], [4.38, 1.16, -5.77], [5.30, 1.87, -4.97], [6.63, 2.17, -5.66], [4.41, -1.11, -4.31], [5.38, -2.06, -5.47], [6.11, -0.73, -4.57], [3.95, -0.52, -6.74], [5.63, -0.03, -6.93], [5.47, 1.35, -4.02], [4.80, 2.81, -4.73], [7.20, 1.26, -5.84], [7.23, 2.82, -5.04], [6.46, 2.66, -6.62]], "lowdin_charge": [-0.09, -0.43, -0.07, -0.20, -0.27, -0.09, -0.80, 0.02, 0.02, 0.07, 0.06, 0.08, 0.11, 0.07, 0.06, 0.07, 0.10, 0.09, 0.08, 0.07, 0.04, 0.05, 0.03, -0.07, -0.27, -0.16, -0.29, -0.08, 0.06, 0.07, 0.07, 0.12, 0.11, 0.10, 0.12, 0.06, 0.07, 0.09, -0.09, -0.29, -0.16, -0.28, -0.07, 0.08, 0.07, 0.06, 0.12, 0.11, 0.10, 0.12, 0.07, 0.08, 0.07, -0.08, -0.29, -0.17, -0.28, -0.07, 0.08, 0.07, 0.07, 0.12, 0.11, 0.11, 0.11, 0.07, 0.08, 0.08, -0.08, -0.28, -0.16, -0.28, -0.08, 0.08, 0.07, 0.06, 0.12, 0.11, 0.11, 0.12, 0.06, 0.07, 0.08, -0.07, -0.28, -0.16, -0.28, -0.09, 0.06, 0.08, 0.07, 0.11, 0.10, 0.11, 0.12, 0.06, 0.07, 0.08], "homo_ev": -1.8, "charge": -1, "multiplicity": 1, "lumo_energy_ev": 2.279}

---

# 4
{"formula": "C26H64F5N5O10SSi", "method": "ωB97M-V with the def2-TZVPD basis set", "elements": ["N", "Si", "S", "O", "O", "C", "F", "F", "C", "F", "F", "F", "H", "H", "H", "H", "C", "O", "C", "C", "N", "C", "C", "O", "C", "H", "H", "H", "H", "H", "H", "H", "H", "H", "H", "H", "H", "H", "H", "H", "C", "O", "C", "C", "N", "C", "C", "O", "C", "H", "H", "H", "H", "H", "H", "H", "H", "H", "H", "H", "H", "H", "H", "H", "C", "O", "C", "C", "N", "C", "C", "O", "C", "H", "H", "H", "H", "H", "H", "H", "H", "H", "H", "H", "H", "H", "H", "H", "C", "O", "C", "C", "N", "C", "C", "O", "C", "H", "H", "H", "H", "H", "H", "H", "H", "H", "H", "H", "H", "H", "H", "H"], "xyz": [[-3.24, -0.94, -4.33], [-1.85, -1.35, -3.41], [-0.91, 0.61, -2.84], [0.47, 0.55, -3.27], [-1.69, 1.71, -3.35], [-0.90, 0.75, -0.98], [0.04, 1.65, -0.65], [-0.58, -0.44, -0.47], [-2.26, 1.21, -0.42], [-2.34, 0.88, 0.88], [-3.23, 0.56, -1.08], [-2.42, 2.52, -0.56], [-4.11, -0.95, -3.83], [-3.32, -1.41, -5.22], [-2.16, -2.00, -2.12], [-0.87, -2.17, -4.13], [5.78, 6.51, -0.13], [5.01, 6.91, -1.25], [4.98, 5.95, -2.30], [3.57, 5.41, -2.48], [3.17, 4.59, -1.35], [1.77, 4.19, -1.36], [0.71, 5.29, -1.23], [0.71, 5.93, 0.03], [1.56, 7.05, 0.15], [5.81, 7.35, 0.56], [5.34, 5.65, 0.38], [6.81, 6.27, -0.42], [5.68, 5.13, -2.10], [5.29, 6.45, -3.22], [3.54, 4.80, -3.39], [2.91, 6.27, -2.64], [3.35, 5.11, -0.50], [1.63, 3.50, -0.54], [1.57, 3.64, -2.28], [-0.27, 4.81, -1.32], [0.78, 6.03, -2.03], [1.67, 7.58, -0.79], [2.55, 6.77, 0.52], [1.12, 7.73, 0.88], [3.20, -4.73, 1.13], [3.90, -4.46, -0.07], [4.42, -5.61, -0.71], [3.75, -5.83, -2.05], [2.35, -6.22, -1.86], [1.57, -6.25, -3.09], [1.33, -4.93, -3.82], [0.51, -4.02, -3.10], [1.22, -3.18, -2.20], [2.92, -3.78, 1.58], [2.29, -5.31, 0.94], [3.83, -5.28, 1.84], [4.32, -6.49, -0.08], [5.49, -5.43, -0.88], [4.27, -6.61, -2.60], [3.84, -4.89, -2.62], [1.92, -5.58, -1.22], [0.59, -6.68, -2.84], [2.04, -6.95, -3.79], [0.78, -5.16, -4.74], [2.26, -4.45, -4.12], [2.22, -2.95, -2.55], [1.26, -3.62, -1.20], [0.66, -2.24, -2.12], [3.54, -2.58, 9.08], [3.36, -3.97, 8.90], [2.00, -4.39, 8.96], [1.56, -4.93, 7.62], [1.49, -3.87, 6.62], [1.25, -4.34, 5.26], [2.34, -5.18, 4.60], [3.54, -4.48, 4.35], [4.48, -4.48, 5.41], [4.62, -2.39, 9.11], [3.11, -2.00, 8.26], [3.11, -2.24, 10.03], [1.35, -3.57, 9.27], [1.93, -5.18, 9.70], [0.57, -5.39, 7.73], [2.27, -5.72, 7.33], [2.35, -3.34, 6.64], [1.09, -3.46, 4.64], [0.32, -4.91, 5.24], [1.96, -5.49, 3.62], [2.55, -6.10, 5.15], [4.43, -5.40, 6.00], [4.34, -3.62, 6.07], [5.47, -4.40, 4.97], [-7.38, 1.89, -5.03], [-6.98, 1.54, -3.72], [-5.65, 1.95, -3.40], [-5.67, 2.99, -2.31], [-6.21, 4.25, -2.80], [-6.43, 5.26, -1.77], [-7.48, 4.97, -0.71], [-8.81, 4.92, -1.20], [-9.24, 3.65, -1.66], [-8.37, 1.46, -5.19], [-7.44, 2.97, -5.17], [-6.70, 1.47, -5.78], [-5.12, 2.31, -4.28], [-5.13, 1.06, -3.03], [-4.64, 3.16, -1.96], [-6.25, 2.59, -1.47], [-7.09, 4.07, -3.27], [-6.72, 6.18, -2.28], [-5.48, 5.46, -1.27], [-7.46, 5.80, 0.00], [-7.26, 4.06, -0.14], [-8.77, 2.84, -1.11], [-9.05, 3.52, -2.73], [-10.32, 3.60, -1.52]], "lowdin_charge": [-0.11, 0.59, 0.58, -0.35, -0.34, -0.53, 0.13, 0.11, -0.57, 0.18, 0.14, 0.18, 0.02, 0.03, -0.02, -0.02, -0.12, -0.20, -0.22, -0.22, -0.05, -0.20, -0.22, -0.18, -0.10, 0.09, 0.08, 0.09, 0.12, 0.12, 0.12, 0.11, 0.07, 0.11, 0.12, 0.12, 0.11, 0.09, 0.07, 0.09, -0.12, -0.19, -0.22, -0.22, -0.05, -0.20, -0.22, -0.22, -0.09, 0.09, 0.08, 0.08, 0.12, 0.12, 0.12, 0.11, 0.07, 0.12, 0.12, 0.12, 0.11, 0.10, 0.08, 0.04, -0.12, -0.20, -0.22, -0.22, -0.05, -0.20, -0.23, -0.20, -0.09, 0.09, 0.08, 0.09, 0.12, 0.12, 0.12, 0.11, 0.07, 0.12, 0.12, 0.11, 0.11, 0.09, 0.07, 0.09, -0.12, -0.20, -0.21, -0.21, -0.05, -0.20, -0.23, -0.18, -0.10, 0.09, 0.08, 0.09, 0.13, 0.10, 0.11, 0.11, 0.07, 0.12, 0.12, 0.12, 0.11, 0.09, 0.07, 0.09], "homo_ev": -8.4, "multiplicity": 1, "e_above_lowest_kcal_mol": 0.00, "lumo_energy_ev": 0.214}